(1)
Entry from the OMol25 dataset: 6 unconnected molecules or ions with the total composition C8H31BO9 in a non-equilibrium geometry (wB97M-V/def2-TZVPD).

Output
- frontier orbital gap (eV) = 9.33

Last column: Mulliken charge in e.
Atoms and positions in Å:
1 O -0.954 1.032 1.001  -0.293
2 H -1.884 0.676 1.060  0.568
3 H -0.395 0.848 1.806  0.487
4 H -0.472 0.692 0.142  -0.019
5 B 0.008 -0.347 -1.304  1.125
6 H 1.145 -0.408 -1.115  -0.525
7 H -0.154 -0.660 -2.399  -0.278
8 H -0.605 -0.922 -0.517  0.047
9 H -0.282 0.765 -1.200  -0.425
10 C 2.336 2.082 -1.715  -0.049
11 C 1.533 2.170 -3.008  -0.230
12 O 2.418 2.814 -3.933  -0.571
13 O 3.248 0.965 -1.640  -0.588
14 H 1.754 1.845 -0.819  0.018
15 H 2.952 2.961 -1.518  0.341
16 H 0.584 2.673 -2.805  0.222
17 H 1.114 1.235 -3.388  0.186
18 H 3.182 2.230 -3.985  0.333
19 H 3.028 0.418 -0.890  0.247
20 C 0.721 -0.291 3.879  -0.324
21 C -0.376 0.516 4.571  -0.582
22 O -0.495 1.742 3.833  -0.490
23 O 0.460 -0.550 2.495  -0.502
24 H 1.041 -1.208 4.385  0.410
25 H 1.665 0.272 3.873  0.322
26 H -0.190 0.603 5.641  0.355
27 H -1.347 0.027 4.496  0.233
28 H 0.154 2.350 4.204  0.304
29 H 1.261 -0.946 2.134  0.228
30 C -3.432 2.068 -0.907  -0.219
31 C -4.268 0.975 -0.188  -0.348
32 O -3.510 0.422 0.904  -0.541
33 O -3.016 3.129 -0.117  -0.462
34 H -3.959 2.391 -1.815  0.393
35 H -2.569 1.586 -1.375  -0.078
36 H -4.663 0.233 -0.881  0.365
37 H -5.111 1.431 0.346  0.285
38 H -3.941 -0.398 1.163  0.271
39 H -3.748 3.638 0.240  0.312
40 C 1.873 -3.254 -1.090  -0.107
41 C 2.279 -4.682 -1.108  -0.569
42 O 1.291 -5.427 -1.835  -0.557
43 O 0.628 -3.013 -0.402  -0.706
44 H 1.648 -2.818 -2.065  0.211
45 H 2.624 -2.672 -0.536  0.165
46 H 2.343 -5.096 -0.093  0.274
47 H 3.277 -4.823 -1.520  0.340
48 H 0.463 -5.188 -1.399  0.324
49 H 0.340 -2.085 -0.605  0.094

---

(2)
Entry from the OMol25 dataset: a molecular structure, C32H94F9IInO23S in a non-equilibrium geometry (wB97M-V/def2-TZVPD).

Output
- charge = -1
- frontier orbital gap (eV) = 7.19

Last column: Mulliken charge in e.
Atoms and positions in Å:
1 C -2.615 3.323 5.526  -1.305
2 C -3.018 3.091 4.086  -0.098
3 O -1.941 2.657 3.272  -0.251
4 C -1.012 3.685 2.974  -0.801
5 C 0.362 3.050 3.062  0.224
6 C 1.450 3.706 2.188  -1.095
7 C 1.932 2.749 1.084  0.562
8 C 3.133 1.875 1.441  -1.541
9 In 2.816 0.297 2.974  0.961
10 C 4.552 0.143 4.417  -0.950
11 C 4.203 -0.089 5.819  0.193
12 O 4.677 -0.956 6.528  -0.585
13 I 2.659 1.165 6.759  -0.119
14 S 2.599 -1.954 1.721  0.800
15 O 3.671 -2.038 0.738  -0.567
16 O 2.584 -3.095 2.644  -0.654
17 C 0.957 -1.919 0.784  0.027
18 F -0.001 -2.006 1.720  -0.272
19 F 0.870 -0.694 0.233  -0.131
20 C 0.719 -3.036 -0.276  0.648
21 F 1.803 -3.816 -0.419  -0.236
22 F -0.283 -3.834 0.170  -0.303
23 C 0.234 -2.547 -1.659  0.639
24 F -0.074 -3.644 -2.372  -0.358
25 F -0.891 -1.830 -1.499  -0.271
26 C 1.254 -1.698 -2.484  0.652
27 F 2.507 -1.900 -2.084  -0.246
28 F 1.151 -2.080 -3.778  -0.289
29 F 0.965 -0.393 -2.419  -0.187
30 H -3.413 3.860 6.030  0.386
31 H -1.719 3.931 5.590  0.339
32 H -2.419 2.392 6.043  0.296
33 H -3.418 3.992 3.649  0.224
34 H -3.771 2.318 4.047  0.208
35 H -1.087 4.532 3.651  0.546
36 H -1.184 4.037 1.958  0.080
37 H 0.682 3.022 4.094  0.138
38 H 0.227 2.041 2.715  -0.079
39 H 2.316 3.961 2.788  0.303
40 H 1.064 4.627 1.763  0.533
41 H 2.248 3.378 0.253  0.597
42 H 1.086 2.172 0.719  -0.436
43 H 3.429 1.360 0.542  0.348
44 H 3.983 2.484 1.724  0.573
45 H 1.356 0.470 3.919  -0.429
46 H 5.075 1.088 4.340  0.417
47 H 5.198 -0.657 4.078  0.372
48 C 6.175 -4.707 2.349  -0.670
49 O 5.703 -3.475 2.864  -0.337
50 H 7.256 -4.727 2.472  0.247
51 H 5.744 -5.556 2.889  0.266
52 H 5.939 -4.801 1.284  0.211
53 H 4.745 -3.465 2.750  0.212
54 C 4.025 -4.447 5.812  0.033
55 O 2.702 -4.564 5.277  -0.460
56 H 4.128 -5.162 6.628  0.070
57 H 4.769 -4.674 5.045  0.046
58 H 4.203 -3.442 6.198  0.116
59 H 2.627 -3.931 4.554  0.313
60 C -0.207 3.386 -3.092  -0.478
61 O 0.615 3.419 -1.934  -0.448
62 H -0.215 4.374 -3.542  0.324
63 H 0.183 2.669 -3.823  0.240
64 H -1.231 3.111 -2.819  0.132
65 H 0.601 2.539 -1.550  0.205
66 C 2.579 -7.406 7.997  -0.578
67 O 2.171 -7.399 6.633  -0.399
68 H 2.533 -8.430 8.362  0.276
69 H 3.606 -7.040 8.095  0.307
70 H 1.912 -6.783 8.598  0.163
71 H 2.219 -6.486 6.327  0.266
72 C 0.829 -2.951 -7.456  -0.139
73 O 2.069 -2.423 -6.995  -0.555
74 H 0.810 -2.899 -8.540  0.185
75 H 0.722 -3.993 -7.143  0.259
76 H -0.002 -2.360 -7.061  -0.072
77 H 2.058 -2.482 -6.037  0.302
78 C -3.024 1.168 -0.797  -0.538
79 O -2.053 1.958 -0.120  -0.177
80 H -3.493 1.786 -1.561  0.421
81 H -2.552 0.304 -1.275  0.043
82 H -3.788 0.820 -0.093  0.181
83 H -1.648 1.408 0.557  0.115
84 C -6.639 0.204 0.817  -0.530
85 O -5.792 0.234 1.964  -0.436
86 H -6.640 1.200 0.380  0.187
87 H -6.261 -0.510 0.080  0.170
88 H -7.662 -0.062 1.097  0.329
89 H -5.785 -0.643 2.352  0.261
90 C 6.888 1.625 -0.046  -0.575
91 O 5.582 1.098 -0.237  -0.327
92 H 6.806 2.489 0.609  0.256
93 H 7.536 0.879 0.418  0.164
94 H 7.327 1.939 -0.998  0.255
95 H 5.661 0.333 -0.812  0.228
96 C 9.781 -1.583 -0.036  -0.475
97 O 9.203 -0.670 -0.966  -0.460
98 H 9.156 -1.583 0.853  0.163
99 H 9.810 -2.596 -0.447  0.256
100 H 10.793 -1.274 0.240  0.280
101 H 9.748 -0.668 -1.755  0.264
102 C -2.682 -0.699 -7.257  -0.344
103 O -1.739 0.103 -6.550  -0.407
104 H -3.128 -0.084 -8.035  0.245
105 H -2.184 -1.553 -7.724  0.016
106 H -3.471 -1.053 -6.588  0.289
107 H -1.343 -0.438 -5.863  0.222
108 C 1.097 -10.239 5.154  -0.487
109 O 2.175 -9.682 4.422  -0.520
110 H 0.564 -10.938 4.512  0.255
111 H 1.468 -10.777 6.032  0.210
112 H 0.406 -9.454 5.472  0.211
113 H 2.620 -9.067 5.016  0.317
114 C -4.538 5.011 0.845  -0.741
115 O -4.461 3.815 1.609  -0.125
116 H -4.408 5.846 1.531  0.231
117 H -3.745 5.044 0.093  0.271
118 H -5.510 5.106 0.350  0.325
119 H -4.564 3.073 1.007  0.065
120 C -4.023 -3.174 -0.411  -0.428
121 O -4.621 -2.264 -1.335  -0.479
122 H -4.624 -3.171 0.495  0.282
123 H -4.003 -4.187 -0.821  0.280
124 H -3.006 -2.864 -0.163  0.093
125 H -4.084 -2.271 -2.129  0.270
126 C -2.617 3.317 -7.339  -0.362
127 O -1.804 3.365 -6.176  -0.452
128 H -2.631 4.302 -7.799  0.090
129 H -2.205 2.597 -8.053  0.197
130 H -3.641 3.034 -7.079  0.261
131 H -1.808 2.480 -5.800  0.260
132 C 0.937 -3.990 9.707  -0.526
133 O 0.088 -4.845 8.945  -0.524
134 H 0.593 -4.020 10.738  0.243
135 H 1.975 -4.332 9.670  0.244
136 H 0.885 -2.961 9.345  0.246
137 H 0.391 -4.812 8.034  0.310
138 C -0.969 -5.217 -10.045  -0.579
139 O -1.522 -3.986 -9.587  -0.432
140 H 0.106 -5.170 -9.891  0.191
141 H -1.370 -6.062 -9.479  0.271
142 H -1.169 -5.365 -11.109  0.295
143 H -2.471 -4.024 -9.720  0.267
144 C -4.644 6.872 -8.593  -0.530
145 O -5.293 5.704 -9.103  -0.530
146 H -5.016 7.058 -7.589  0.239
147 H -3.563 6.715 -8.552  0.245
148 H -4.867 7.733 -9.224  0.256
149 H -4.953 5.554 -9.987  0.292
150 C -6.751 6.047 4.067  -0.511
151 O -6.168 4.812 4.452  -0.430
152 H -6.592 6.754 4.877  0.236
153 H -6.282 6.438 3.159  0.193
154 H -7.828 5.942 3.898  0.253
155 H -6.294 4.184 3.735  0.263
156 C -3.798 10.647 -7.502  -0.513
157 O -4.120 10.249 -8.832  -0.467
158 H -3.692 9.745 -6.906  0.199
159 H -2.857 11.202 -7.475  0.262
160 H -4.594 11.263 -7.073  0.264
161 H -4.214 11.043 -9.362  0.273

---

| no. | LUMO energy (eV) | E_HOMO (eV) | electronic energy (eV) |
| --- | --- | --- | --- |
| 1 | 0.1 | -9.3 | -27896.985 |
| 2 | 1.5 | -5.7 | -130359.842 |